Model P:
{"formula": "C20H19N3", "method": "ωB97M-V/def2-TZVPD", "species": ["N", "N", "N", "C", "C", "C", "C", "C", "C", "C", "C", "C", "C", "C", "C", "C", "C", "C", "C", "C", "C", "C", "C", "H", "H", "H", "H", "H", "H", "H", "H", "H", "H", "H", "H", "H", "H", "H", "H", "H", "H", "H"], "positions_angstrom": [[-0.18282, 0.04111, 0.01490], [1.44126, 0.67143, -3.43151], [1.57531, 0.14692, -5.57275], [1.62418, 1.11322, 1.29663], [2.73862, -0.12315, 3.05877], [-2.32060, -0.45737, 1.33811], [-2.17403, -0.19300, -1.09530], [-3.68244, -0.62315, 1.22192], [-3.53419, -0.38743, -1.22732], [-1.11730, 0.09217, -2.06057], [3.73128, -0.14274, 4.18178], [2.59175, 1.01928, 2.28051], [-4.29059, -0.64303, -0.06736], [-1.56654, -0.18943, 0.18227], [0.06964, 0.16876, -1.37205], [1.41740, 0.48790, -1.97819], [-4.48922, -0.94271, 2.43882], [0.94220, -1.19769, 1.73968], [1.89325, -1.22425, 2.74789], [1.25408, 1.50026, -5.43107], [1.65468, -0.32269, -4.36106], [0.78557, 0.00205, 1.01763], [1.26197, 1.86244, -4.13508], [-5.31799, -0.85158, -0.16976], [1.08647, 2.17914, -6.27012], [-5.46271, -1.45784, 2.19993], [-1.23473, 0.13131, -3.13637], [3.23755, 1.87549, 2.48183], [3.33476, -0.75963, 4.98819], [1.85482, 1.38418, -1.48951], [-3.92532, -1.65539, 3.04831], [1.54067, 2.05002, 0.77009], [1.03809, 2.89026, -3.78394], [2.09562, -0.33009, -1.71861], [4.64847, -0.55029, 3.81019], [-4.01166, -0.39564, -2.20337], [1.84675, -1.35959, -4.11438], [-1.80991, -0.49368, 2.30683], [-4.73004, -0.03762, 3.01634], [1.99137, -2.09280, 3.36808], [0.30733, -2.04624, 1.55031], [3.88696, 0.86104, 4.55928]], "mol_weight_da": 301.39, "homo_ha": -0.289, "e_lumo_ha": 0.0228, "smiles": "Cc1ccc(-n2c(Cn3ccnc3)cc3ccc(C)cc32)cc1"}

Model Q:
{"formula": "C20H19N3", "method": "ωB97M-V/def2-TZVPD", "species": ["N", "N", "N", "C", "C", "C", "C", "C", "C", "C", "C", "C", "C", "C", "C", "C", "C", "C", "C", "C", "C", "C", "C", "H", "H", "H", "H", "H", "H", "H", "H", "H", "H", "H", "H", "H", "H", "H", "H", "H", "H", "H"], "positions_angstrom": [[2.06789, 2.25491, 3.14038], [-1.88164, -2.07451, -6.99442], [0.88713, 3.02457, -0.76848], [2.88801, 3.45887, 3.13116], [-0.12615, -3.78989, 0.01777], [1.58181, 1.78888, 4.43186], [0.76411, -0.22863, 0.82053], [0.50288, -2.55223, -0.04394], [-0.52121, 0.15969, -4.63933], [-1.24188, -3.97827, 0.85198], [1.69835, 1.66746, 2.01520], [-1.77637, -1.44434, -6.01316], [0.83933, 0.55165, 1.95916], [-1.62525, -0.69067, -4.80009], [0.07588, 2.18926, -0.96077], [-1.06205, -1.68737, 1.61307], [-2.37908, -0.14702, -2.56213], [-0.32810, 0.84128, -3.44859], [-2.57147, -0.80754, -3.76535], [-1.70860, -2.91734, 1.64353], [-1.21769, 0.65865, -2.34711], [0.06956, -1.48774, 0.78649], [-0.90844, 1.22659, -1.09366], [-1.74032, -4.94738, 0.88749], [-1.56498, 1.04124, -0.24443], [-3.11379, -0.24155, -1.76049], [0.24797, -4.61940, -0.58392], [-1.41716, -0.85472, 2.22684], [1.86337, 0.74252, 4.61911], [1.41204, 0.02774, -0.02581], [0.27816, 0.26918, 2.86012], [3.06307, 3.74852, 4.17013], [-2.57967, -3.05084, 2.28744], [2.37043, 4.27156, 2.60152], [0.48676, 1.87676, 4.48550], [0.53286, 1.50392, -3.33715], [1.37178, -2.38655, -0.68566], [2.12859, 2.05643, 1.08361], [2.03854, 2.42643, 5.19340], [3.85218, 3.28683, 2.63290], [-3.44884, -1.43902, -3.92458], [0.19197, 0.27208, -5.46012]], "mol_weight_da": 301.39, "homo_ha": -0.226, "e_lumo_ha": -0.0593}

Relative energies, in hartree, with the most stable structure set to zero: model P 0.0000; model Q 0.1154.

Model P:
{"formula": "C49H38ClN9NaO5S", "method": "ωB97M-V/def2-TZVPD", "species": ["Cl", "S", "Na", "O", "O", "O", "O", "O", "N", "N", "N", "N", "N", "N", "N", "N", "N", "C", "C", "C", "C", "C", "C", "C", "C", "C", "C", "C", "C", "C", "C", "C", "C", "C", "C", "C", "C", "C", "C", "C", "C", "C", "C", "C", "C", "C", "C", "C", "C", "C", "C", "C", "C", "C", "C", "C", "C", "C", "C", "C", "C", "C", "C", "C", "C", "C", "H", "H", "H", "H", "H", "H", "H", "H", "H", "H", "H", "H", "H", "H", "H", "H", "H", "H", "H", "H", "H", "H", "H", "H", "H", "H", "H", "H", "H", "H", "H", "H", "H", "H", "H", "H", "H", "H"], "positions_angstrom": [[-5.00737, -3.58787, -4.34702], [1.24877, -1.47393, -3.76429], [0.77638, -0.36016, -1.13425], [2.82402, 2.57610, 1.64554], [-0.15892, -2.08871, -1.36822], [1.50981, -0.38814, -4.79383], [-1.20554, 0.05160, -4.66212], [-1.83933, -2.44028, 3.43046], [2.38752, -1.25430, -2.64672], [0.30533, 2.07716, -0.33198], [0.26038, 0.05449, 1.93605], [3.04922, -1.44052, -0.45545], [-1.95556, -1.57756, 1.34485], [-0.84405, 0.63644, -2.42412], [1.72731, 1.66400, -0.23094], [1.61606, -6.37823, -7.18151], [2.69503, -3.42466, -1.75366], [3.52916, -3.59244, 0.47969], [3.30942, 3.89256, -2.76598], [-3.55538, -3.13110, -3.46656], [-1.32254, -1.66617, 2.42674], [-0.15388, 4.15920, -1.49030], [1.61819, -5.24819, -6.34615], [-1.86708, -3.65051, -1.84604], [-3.15186, -2.82320, 2.96071], [2.72657, 2.72164, -0.64639], [-6.73151, -2.04949, 0.38682], [-0.12124, 2.75876, -1.50837], [3.45900, -2.21331, 0.54405], [2.09432, -4.02605, -6.81270], [4.20396, 2.73316, -4.67362], [-2.95972, -1.91246, -3.70373], [-1.23035, -0.19477, -3.33423], [1.53322, -2.97960, -4.72342], [-0.02458, -0.99652, 2.70791], [4.17829, 1.54605, -3.95659], [-0.87682, 4.15099, -3.77197], [3.27156, 2.69707, -2.04689], [-0.52120, 4.85548, -2.63165], [1.07715, -5.31905, -5.06169], [1.64522, 1.93585, 1.25484], [3.78096, 3.91471, -4.07080], [-0.58288, 2.01650, -2.62360], [-0.92979, 2.76653, -3.76554], [-5.57264, -2.57073, 0.94555], [2.32433, 0.32097, 3.09476], [-1.22950, -2.38063, -2.00619], [-6.70709, -0.79830, -0.22020], [0.31638, 2.76357, 0.98469], [3.70241, 2.55468, 0.49452], [-4.35847, -0.60088, 0.29268], [-3.00340, -4.01264, -2.53824], [-4.38171, -1.84844, 0.90795], [0.14841, 4.88118, -0.23882], [-1.83796, -1.50628, -2.97563], [1.02462, -4.19254, -4.25914], [1.40108, 0.70634, 2.12776], [2.03730, -2.89577, -6.00809], [2.02095, -0.76797, 3.89284], [0.38046, 4.25519, 0.91022], [3.10642, -4.14254, -0.72566], [0.82223, -1.43676, 3.71195], [2.69079, -2.06883, -1.62087], [-5.51946, -0.07910, -0.26674], [-3.12055, -2.45733, 1.46471], [3.73248, 1.53319, -2.64060], [2.39233, -1.93663, -6.37111], [3.87535, -4.19550, 1.30610], [-3.29472, -3.88398, 3.15058], [0.59154, 4.79751, 1.82780], [0.68119, -6.26295, -4.69464], [3.09407, -5.22169, -0.86874], [-3.37710, -1.24782, -4.45184], [4.53376, 2.74082, -5.70674], [2.49638, -3.96016, -7.81884], [-0.22684, 0.13074, -4.90964], [3.24994, 0.86952, 3.20649], [-1.15201, 4.68356, -4.67460], [-7.64856, -2.62909, 0.40259], [-1.28693, 2.25042, -4.64004], [-0.52835, 5.94221, -2.61860], [-7.60806, -0.39520, -0.66890], [2.71546, -1.09206, 4.65953], [-3.46678, -4.97946, -2.37552], [4.46816, 0.61047, -4.42082], [-3.41557, -0.06724, 0.21882], [0.59908, -4.24067, -3.26510], [-0.50219, 2.44907, 1.63474], [2.94700, 4.80908, -2.30648], [0.15541, 5.96626, -0.28730], [2.31178, -6.36053, -7.90533], [2.28784, 3.69883, -0.49186], [-2.90102, -3.34582, 0.87102], [-5.58989, -3.56096, 1.39612], [3.70103, 0.60037, -2.09410], [-5.48820, 0.88869, -0.75782], [-1.40424, -4.33871, -1.14240], [4.22068, 1.59133, 0.43307], [0.53981, -2.27859, 4.33304], [4.41720, 3.36904, 0.58101], [3.80015, 4.84717, -4.62286], [3.73436, -1.69291, 1.46118], [-3.90053, -2.24897, 3.50868], [1.60273, -7.25447, -6.69195]], "mol_weight_da": 923.41, "homo_ha": -0.151, "total_charge": -1, "e_lumo_ha": 0.0704}

Model Q:
{"formula": "C49H38ClN9NaO5S", "method": "ωB97M-V/def2-TZVPD", "species": ["Cl", "S", "Na", "O", "O", "O", "O", "O", "N", "N", "N", "N", "N", "N", "N", "N", "N", "C", "C", "C", "C", "C", "C", "C", "C", "C", "C", "C", "C", "C", "C", "C", "C", "C", "C", "C", "C", "C", "C", "C", "C", "C", "C", "C", "C", "C", "C", "C", "C", "C", "C", "C", "C", "C", "C", "C", "C", "C", "C", "C", "C", "C", "C", "C", "C", "C", "H", "H", "H", "H", "H", "H", "H", "H", "H", "H", "H", "H", "H", "H", "H", "H", "H", "H", "H", "H", "H", "H", "H", "H", "H", "H", "H", "H", "H", "H", "H", "H", "H", "H", "H", "H", "H", "H"], "positions_angstrom": [[-2.30009, 1.29060, -7.43070], [2.86829, 0.89255, 3.29864], [-0.02112, 0.52231, -0.23458], [-0.44697, 3.36892, 3.16122], [1.94084, 0.17995, 4.16285], [-1.11211, 1.49133, -1.68714], [-3.90356, -2.22413, 0.71112], [4.23487, 0.42684, 3.24878], [-2.37861, -1.22047, -0.63070], [-1.81961, 0.57127, 1.42742], [3.20706, 6.32659, 5.77279], [0.14745, -1.08933, -2.06977], [2.19049, 1.06351, -0.38192], [2.16073, 0.98379, 1.89754], [0.62216, -1.66190, 0.55592], [3.89770, 2.20116, 0.83009], [-0.12425, 2.81411, 0.99253], [0.86280, -2.27675, -1.77408], [2.71691, 1.50476, -1.51080], [-3.08297, -2.15206, -1.51291], [0.54066, 7.32578, -0.76743], [1.13833, -2.51691, -0.38104], [-4.10172, -0.08316, -2.54369], [-1.29724, 1.23919, 2.45295], [-2.60096, -1.07630, 2.98706], [-0.14605, -0.80821, -3.28696], [0.04910, 6.90948, -1.99645], [2.07465, -4.32089, -2.30541], [-2.43982, -0.57336, 1.70501], [-1.19078, 0.33418, -5.13693], [2.39589, -4.52530, -0.99764], [-2.10165, 2.44822, -3.59378], [-0.89428, 0.33680, -3.76029], [3.99058, 3.38893, 3.66651], [0.93344, -1.85461, 1.80802], [-0.60257, 2.51257, 2.11837], [-2.03006, -0.37407, 4.03720], [-2.37597, 2.40537, -4.93018], [3.85522, 2.29214, -1.55638], [0.70136, 6.40391, 0.25797], [-1.34391, 1.42034, -2.91655], [2.25337, -3.78124, 1.35973], [1.31300, -3.19723, -2.69002], [1.77269, -2.89686, 2.26900], [-4.85720, -0.07116, -4.83107], [-4.67013, 0.58168, -3.62047], [-3.71623, -1.41261, -2.66745], [-2.89293, -1.32962, 0.50996], [2.79350, 1.42182, 0.77925], [-4.05638, -2.89308, -0.56498], [4.06280, 4.64820, 4.23866], [0.17029, 4.54433, 2.58133], [0.36971, 5.06566, 0.07013], [-0.13432, 4.65138, -1.15977], [3.10395, 5.06746, 5.15967], [2.95087, 2.52657, 3.99609], [0.60342, 4.07613, 1.18397], [-0.28739, 5.57515, -2.18610], [2.00597, 2.93384, 4.92829], [1.93230, -3.62047, -0.01302], [-3.89419, -2.05731, -3.88630], [-4.46453, -1.39507, -4.96387], [2.07682, 4.19309, 5.50336], [4.40167, 2.60776, -0.32453], [-1.91759, 1.33500, -5.71578], [-1.35784, 0.80490, 3.77114], [2.41754, -5.01241, -3.06531], [-5.28068, 0.45814, -5.67510], [3.00232, -5.36952, -0.69142], [0.14952, -1.47801, -4.10458], [5.29042, 3.23194, -0.26662], [2.02449, -2.94581, 3.31925], [-0.58591, 5.33165, 2.53621], [2.89733, -4.60145, 1.65742], [4.27085, 2.64615, -2.48788], [-5.09866, -2.82447, -0.87259], [4.88376, 5.30897, 3.98136], [-3.55281, -3.08079, -4.00264], [-2.35716, -2.85496, -1.93043], [-0.87427, 1.37775, 4.54731], [1.32914, 4.49909, 6.22762], [-2.47216, 3.25865, -2.97652], [-0.67651, 5.24042, -3.13999], [0.54513, -1.14130, 2.52798], [-0.84070, -0.49460, -5.74357], [-4.93705, 1.62651, -3.52443], [0.99194, 4.83934, 3.23121], [-2.95825, 3.19240, -5.39585], [-3.89512, 0.45050, -1.62405], [1.10773, -3.06255, -3.74261], [-3.78127, -3.93726, -0.41717], [-0.07190, 7.62109, -2.80405], [-0.42534, 3.61447, -1.30129], [2.19503, 1.21258, -2.41916], [-2.09135, -0.75013, 5.05002], [4.73111, 3.06345, 2.95121], [2.32953, 6.68650, 6.11434], [3.69192, 7.01701, 5.22145], [1.09785, 6.73108, 1.21406], [-4.57547, -1.90452, -5.91279], [0.80196, 8.36450, -0.60620], [1.21796, 2.25100, 5.21088], [1.67026, 3.81880, 1.20115], [-3.12471, -2.00887, 3.13783]], "mol_weight_da": 923.41, "homo_ha": -0.160, "total_charge": -1, "e_lumo_ha": 0.0728}

Relative energies, in hartree, with the most stable structure set to zero: model P 0.1465; model Q 0.0000.

Model P:
{"formula": "C3H5FN2S", "method": "ωB97M-V/def2-TZVPD", "species": ["S", "F", "N", "N", "C", "C", "C", "H", "H", "H", "H", "H"], "positions_angstrom": [[2.65427, 0.12122, -0.08930], [-0.02441, -1.59730, 0.12509], [-1.88641, 1.51148, 0.02910], [-2.46549, -0.75746, -0.18770], [-1.49582, 0.19850, -0.03227], [-0.08272, -0.19174, 0.07459], [1.07074, 0.60428, 0.14260], [-2.18234, -1.67970, -0.13286], [-1.19768, 2.19366, 0.23327], [-2.85087, 1.82856, -0.28228], [-3.36110, -0.56604, 0.34016], [0.85339, 1.71541, 0.14540]], "mol_weight_da": 120.15, "homo_ha": -0.280, "e_lumo_ha": -0.0053, "smiles": "NC(N)=C(F)C=S"}

Model Q:
{"formula": "C3H5FN2S", "method": "ωB97M-V/def2-TZVPD", "species": ["S", "F", "N", "N", "C", "C", "C", "H", "H", "H", "H", "H"], "positions_angstrom": [[2.45730, -0.44417, -0.34764], [-1.09664, 0.87180, -0.91384], [0.06900, -1.50628, -0.19545], [-1.29166, -1.64429, 0.17118], [0.47709, 2.03169, 0.33131], [0.06972, 0.89572, -0.23704], [0.81080, -0.39343, -0.22202], [-0.19504, 2.91889, 0.29051], [0.50393, -2.44492, -0.21777], [-1.83502, -1.20234, -0.57724], [1.42221, 2.09427, 0.84812], [-1.39171, -1.17697, 1.06987]], "mol_weight_da": 120.15, "homo_ha": -0.316, "e_lumo_ha": -0.0034, "smiles": "C=C(F)C(=S)NN"}

Relative energies, in hartree, with the most stable structure set to zero: model P 0.0000; model Q 0.0205.

Model P:
{"formula": "C2H6N4O2", "method": "ωB97M-V/def2-TZVPD", "species": ["O", "O", "N", "N", "N", "N", "C", "C", "H", "H", "H", "H", "H", "H"], "positions_angstrom": [[-1.66676, -0.43502, 2.39167], [-0.27179, -2.11185, 1.82524], [-0.88086, 0.92357, -0.11720], [1.98789, -0.34133, -0.56619], [0.57272, -0.77347, -0.61699], [-0.54216, 1.67737, -1.19720], [-0.33902, -0.11077, 0.33990], [-0.60129, -0.94795, 1.67130], [-1.17491, 2.39493, -1.21318], [-2.13990, 0.32497, 2.06133], [-0.48811, 0.94058, -1.99913], [0.91643, -1.73489, -0.33373], [2.83150, -0.56338, -2.18823], [1.79624, 0.75724, -0.05757]], "mol_weight_da": 118.10, "homo_ha": -0.314, "e_lumo_ha": -0.0330}

Model Q:
{"formula": "C2H6N4O2", "method": "ωB97M-V/def2-TZVPD", "species": ["O", "O", "N", "N", "N", "N", "C", "C", "H", "H", "H", "H", "H", "H"], "positions_angstrom": [[-1.29667, -1.82344, -0.97410], [0.98134, 1.82549, 1.25431], [1.80489, 0.82936, 0.58867], [-0.98430, 1.65401, -0.21507], [1.52112, -1.13514, -0.51988], [-1.70746, -0.62255, -0.36966], [-0.59872, 0.43465, -0.42027], [0.94910, -0.10776, -0.18279], [2.39179, 0.20354, 1.50648], [0.98394, -1.95188, -0.90328], [-0.13810, 1.33795, 1.85815], [-1.32781, -2.65950, -0.35405], [-2.42162, -0.19980, -1.17602], [-0.15750, 2.21508, -0.09248]], "mol_weight_da": 118.10, "homo_ha": -0.344, "e_lumo_ha": 0.0031}

Relative energies, in hartree, with the most stable structure set to zero: model P 0.0000; model Q 0.0102.